Density functional theory data (ωB97M-V/def2-TZVPD) for 2 unconnected molecules or ions with the total composition C11H9N4O5S in a non-equilibrium geometry.

The geometry in ORCA input format:
```
! RIJCOSX wB97M-V def2-TZVPD def2/J DEFGRID3
* xyz -1 1
C -4.1353 -1.2250 2.2101
C -3.4090 -0.0366 2.3059
C -2.0512 -0.0770 2.6471
C -1.4288 -1.3050 2.8110
S 0.4455 -1.2594 2.6871
O 0.9112 -0.1150 3.4812
O 0.8541 -2.5921 3.1331
C -2.1362 -2.4982 2.7259
C -3.5047 -2.4581 2.3989
H -5.1871 -1.1924 1.9205
H -3.8713 0.9203 2.0470
H -1.4736 0.8408 2.7319
H -1.6284 -3.4496 2.8665
H -4.0605 -3.3818 2.2174
C -0.6629 2.6960 -2.8534
O 0.7253 3.1059 -2.8055
C 1.5349 2.1112 -2.4157
N 2.8470 2.3799 -2.4886
C 3.6175 1.3797 -2.1225
N 4.9943 1.3090 -2.3023
O 5.3143 0.0033 -2.0916
N 4.0860 -0.8080 -1.8009
O 4.2216 -2.0130 -1.7428
C 3.0672 0.0912 -1.6948
C 1.6799 -0.1041 -1.7470
N 0.9341 0.9655 -2.0305
H -1.2387 3.5885 -3.1096
H -0.7702 1.9237 -3.6251
H -0.9608 2.2863 -1.8809
H 1.2860 -1.0862 -1.4724
*
```

Output
- Energy relative to the best compared isomer or geometry (same formula, charge and spin): 339.2 kJ/mol
- Frontier orbital gap: 3.748 eV
- Total energy: -38581.357 eV
- Lowest unoccupied orbital energy: 0.474 eV